{"formula": "C26H33F4N3O4Sm", "method": "ωB97M-V with the def2-TZVPD basis set", "symbols": ["Sm", "C", "C", "O", "C", "C", "O", "C", "C", "O", "C", "C", "O", "H", "H", "H", "H", "H", "H", "H", "H", "H", "H", "H", "H", "H", "H", "H", "H", "C", "N", "C", "C", "C", "N", "C", "C", "F", "C", "F", "C", "C", "F", "C", "F", "H", "H", "H", "H", "H", "H", "H", "H", "H", "H", "H", "C", "C", "C", "C", "C", "C", "C", "C", "N", "H", "H", "H", "H", "H", "H"], "xyz": [[-0.67, -0.05, 0.33], [-3.41, 1.85, 1.40], [-4.27, 0.64, 1.13], [-3.40, -0.43, 0.83], [-4.08, -1.64, 0.50], [-3.05, -2.60, -0.04], [-2.16, -1.92, -0.94], [-2.76, -1.70, -2.22], [-2.12, -0.50, -2.86], [-1.96, 0.55, -1.91], [-3.03, 1.49, -1.86], [-2.68, 2.54, -0.83], [-2.36, 1.97, 0.44], [-2.91, 1.74, 2.37], [-4.01, 2.76, 1.43], [-4.95, 0.81, 0.29], [-4.88, 0.42, 2.01], [-4.86, -1.40, -0.24], [-4.56, -2.07, 1.38], [-3.54, -3.44, -0.54], [-2.44, -2.99, 0.77], [-3.83, -1.54, -2.09], [-2.61, -2.58, -2.85], [-2.72, -0.16, -3.71], [-1.12, -0.74, -3.23], [-3.97, 0.98, -1.63], [-3.13, 1.98, -2.83], [-3.51, 3.24, -0.73], [-1.79, 3.07, -1.16], [0.21, 1.96, 3.25], [0.70, 1.73, 1.89], [2.10, 1.26, 1.95], [0.61, 2.99, 1.14], [1.07, 2.85, -0.31], [0.67, 1.55, -0.83], [1.10, 1.21, -2.08], [1.11, -0.14, -2.43], [0.66, -1.03, -1.47], [1.48, -0.66, -3.65], [1.41, -1.98, -3.84], [1.93, 0.18, -4.65], [1.95, 1.53, -4.35], [2.35, 2.41, -5.27], [1.55, 2.04, -3.12], [1.55, 3.37, -2.96], [0.82, 2.72, 3.76], [0.25, 1.05, 3.84], [-0.82, 2.32, 3.22], [2.73, 2.00, 2.45], [2.48, 1.08, 0.95], [2.14, 0.33, 2.52], [1.22, 3.76, 1.63], [-0.43, 3.31, 1.18], [0.63, 3.68, -0.86], [2.15, 2.98, -0.37], [2.24, -0.18, -5.62], [0.02, -1.46, 2.27], [-1.07, -2.32, 2.77], [-1.09, -3.70, 2.56], [-2.16, -4.49, 2.96], [-3.25, -3.91, 3.60], [-3.24, -2.55, 3.87], [-2.17, -1.77, 3.46], [-4.39, -4.71, 3.98], [-5.31, -5.33, 4.28], [0.89, -2.07, 2.01], [0.34, -0.79, 3.07], [-0.24, -4.17, 2.06], [-2.15, -5.56, 2.78], [-4.07, -2.10, 4.41], [-2.17, -0.71, 3.69]], "multiplicity": 6, "max_force_ha_per_bohr": 0.0205, "s2": 8.77, "charge": 1, "total_energy_ha": -2532.95045, "de_lowest_kcal_mol": 0.0, "homo_lumo_gap_ev": [6.9, 8.0], "homo_ha": [-0.3788, -0.3788]}

---

{"formula": "C26H33FN6O3", "method": "ωB97M-V with the def2-TZVPD basis set", "symbols": ["C", "O", "C", "O", "O", "F", "H", "H", "H", "N", "C", "C", "C", "C", "H", "H", "H", "H", "H", "N", "C", "C", "C", "C", "H", "H", "H", "H", "H", "N", "C", "C", "C", "C", "H", "H", "H", "H", "H", "N", "C", "C", "C", "C", "H", "H", "H", "H", "H", "N", "C", "C", "C", "C", "H", "H", "H", "H", "H", "N", "C", "C", "C", "C", "H", "H", "H", "H", "H"], "xyz": [[1.00, 0.40, 1.28], [1.52, 1.40, 0.40], [2.73, 1.11, -0.04], [3.66, 1.61, 0.34], [2.68, 0.21, -1.07], [3.70, -0.68, -0.87], [0.96, -0.60, 0.87], [1.58, 0.38, 2.19], [0.00, 0.70, 1.53], [4.31, 6.51, -0.18], [5.08, 6.71, 0.94], [5.27, 5.50, 1.54], [4.60, 4.52, 0.75], [4.02, 5.18, -0.30], [4.01, 7.23, -0.81], [5.42, 7.70, 1.21], [5.83, 5.32, 2.44], [4.55, 3.46, 0.93], [3.43, 4.82, -1.13], [-1.97, -1.10, -0.62], [-1.53, -2.38, -0.38], [-2.47, -3.01, 0.39], [-3.52, -2.08, 0.61], [-3.18, -0.92, -0.03], [-1.47, -0.41, -1.15], [-0.58, -2.72, -0.77], [-2.41, -4.02, 0.75], [-4.42, -2.24, 1.18], [-3.69, 0.03, -0.11], [3.61, -3.66, -0.28], [2.45, -4.12, -0.84], [2.55, -5.48, -0.97], [3.83, -5.85, -0.47], [4.45, -4.71, -0.05], [3.80, -2.70, -0.07], [1.65, -3.44, -1.09], [1.80, -6.13, -1.39], [4.24, -6.85, -0.42], [5.42, -4.55, 0.39], [-1.49, -4.55, -3.65], [-2.09, -5.19, -4.70], [-1.58, -6.46, -4.76], [-0.65, -6.59, -3.70], [-0.62, -5.40, -3.03], [-1.67, -3.60, -3.37], [-2.82, -4.69, -5.32], [-1.85, -7.21, -5.49], [-0.06, -7.46, -3.46], [-0.05, -5.08, -2.17], [-2.23, 5.10, 0.37], [-2.17, 3.98, -0.41], [-0.96, 3.38, -0.19], [-0.26, 4.16, 0.77], [-1.07, 5.21, 1.10], [-2.99, 5.75, 0.41], [-2.98, 3.72, -1.06], [-0.61, 2.47, -0.66], [0.72, 3.97, 1.18], [-0.92, 6.03, 1.78], [-4.09, 2.49, 2.54], [-3.67, 1.21, 2.79], [-4.61, 0.61, 3.58], [-5.64, 1.56, 3.81], [-5.29, 2.71, 3.15], [-3.59, 3.16, 1.98], [-2.74, 0.85, 2.39], [-4.57, -0.40, 3.95], [-6.54, 1.42, 4.39], [-5.79, 3.66, 3.07]], "multiplicity": 1, "max_force_ha_per_bohr": 0.1265, "total_energy_ha": -1664.44644, "homo_lumo_gap_ev": 8.1, "homo_ha": -0.3006}

---

{"formula": "C26H34AuCl3N3PSi2", "method": "ωB97M-V with the def2-TZVPD basis set", "symbols": ["Au", "N", "P", "C", "C", "C", "C", "C", "C", "C", "C", "C", "C", "C", "C", "C", "C", "C", "C", "C", "N", "H", "H", "H", "H", "H", "H", "H", "H", "H", "H", "H", "H", "H", "H", "H", "C", "Si", "C", "C", "C", "Si", "C", "C", "C", "H", "H", "H", "H", "H", "H", "H", "H", "H", "H", "H", "H", "H", "H", "H", "H", "H", "H", "H", "Cl", "C", "Cl", "Cl", "C", "N"], "xyz": [[0.01, 0.29, 0.57], [2.19, -1.30, 1.96], [2.09, -0.59, 0.43], [3.59, 0.29, 0.13], [4.78, -0.43, 0.00], [5.96, 0.27, -0.21], [5.94, 1.65, -0.31], [4.75, 2.36, -0.21], [3.57, 1.67, 0.02], [1.90, -1.90, -0.78], [1.32, -3.12, -0.43], [1.19, -4.11, -1.38], [1.62, -3.89, -2.68], [2.21, -2.68, -3.03], [2.35, -1.68, -2.08], [1.06, -1.60, 2.71], [1.14, -2.12, 3.99], [-0.03, -2.39, 4.66], [-1.26, -2.14, 4.04], [-1.26, -1.63, 2.77], [-0.12, -1.35, 2.10], [3.09, -1.32, 2.42], [4.79, -1.51, 0.05], [6.89, -0.27, -0.30], [6.86, 2.19, -0.49], [4.74, 3.44, -0.31], [2.63, 2.20, 0.09], [0.99, -3.31, 0.58], [0.75, -5.06, -1.11], [1.52, -4.67, -3.42], [2.57, -2.52, -4.04], [2.84, -0.76, -2.36], [2.10, -2.31, 4.45], [0.00, -2.80, 5.66], [-2.20, -2.36, 4.53], [-2.18, -1.43, 2.24], [1.72, 3.84, -2.26], [0.26, 2.72, -1.94], [-1.32, 3.58, -2.42], [0.49, 1.15, -2.91], [0.01, 2.29, -0.09], [0.51, 3.38, 1.43], [1.80, 4.67, 1.06], [1.10, 2.34, 2.88], [-1.10, 4.19, 1.88], [1.82, 3.93, -3.35], [2.67, 3.46, -1.88], [1.57, 4.85, -1.87], [-1.29, 3.93, -3.46], [-1.51, 4.45, -1.79], [-2.18, 2.90, -2.33], [0.42, 1.37, -3.98], [-0.25, 0.38, -2.68], [1.48, 0.74, -2.73], [-1.09, 2.20, -0.03], [2.76, 4.27, 0.74], [1.98, 5.20, 2.00], [1.48, 5.40, 0.33], [2.04, 1.83, 2.66], [0.37, 1.61, 3.24], [1.30, 3.02, 3.71], [-1.49, 4.81, 1.06], [-0.96, 4.85, 2.74], [-1.87, 3.46, 2.14], [-5.14, 0.31, 1.98], [-4.74, 0.64, 0.29], [-4.98, 2.34, -0.10], [-5.62, -0.41, -0.80], [-3.30, 0.35, 0.13], [-2.19, 0.10, -0.01]], "multiplicity": 1, "max_force_ha_per_bohr": 0.0109, "charge": 2, "total_energy_ha": -3611.53427, "de_lowest_kcal_mol": 4.9, "homo_lumo_gap_ev": 7.2, "homo_ha": -0.5405}

---

{"formula": "C26H34BeN3O4P2", "method": "ωB97M-V with the def2-TZVPD basis set", "symbols": ["Be", "P", "C", "C", "N", "C", "C", "C", "C", "C", "P", "H", "H", "H", "H", "H", "H", "H", "H", "O", "H", "H", "O", "H", "C", "H", "H", "H", "C", "H", "H", "H", "C", "H", "H", "H", "C", "H", "H", "H", "O", "C", "N", "C", "C", "O", "N", "C", "C", "C", "C", "C", "C", "C", "C", "C", "C", "C", "C", "H", "H", "H", "H", "H", "H", "H", "H", "H", "H", "H"], "xyz": [[0.54, -1.04, -0.87], [-1.30, -0.60, -2.28], [-0.74, -1.92, -3.37], [0.77, -2.06, -3.32], [1.40, -1.70, -2.18], [2.71, -2.02, -2.02], [3.44, -2.58, -3.05], [2.82, -2.93, -4.25], [1.45, -2.67, -4.36], [3.30, -1.90, -0.63], [2.00, -1.97, 0.62], [0.88, -2.97, -5.24], [4.49, -2.84, -2.85], [3.38, -3.42, -5.06], [3.96, -2.75, -0.42], [3.87, -0.97, -0.49], [-1.21, -2.86, -3.02], [-1.08, -1.68, -4.39], [-1.73, -5.41, 0.52], [-1.59, -5.44, -0.46], [-2.00, -6.28, -0.76], [-1.09, -3.69, 2.98], [-0.58, -4.53, 2.87], [-0.51, -4.95, 3.75], [1.90, -3.74, 0.99], [2.92, -4.09, 1.25], [1.19, -3.95, 1.80], [1.57, -4.25, 0.07], [2.78, -1.08, 2.00], [2.09, -1.05, 2.86], [3.71, -1.60, 2.30], [3.03, -0.06, 1.67], [-0.98, 0.83, -3.36], [-1.33, 0.63, -4.39], [-1.48, 1.74, -2.98], [0.10, 1.00, -3.38], [-3.10, -0.84, -2.18], [-3.53, -0.12, -1.47], [-3.59, -0.71, -3.16], [-3.29, -1.86, -1.81], [-0.67, -1.44, 1.75], [-0.53, -0.27, 1.38], [-0.80, 0.88, 2.10], [-0.58, 2.08, 1.32], [0.12, 1.52, 0.08], [0.71, 2.14, -0.79], [0.02, 0.15, 0.16], [-1.92, 2.75, 0.97], [-2.23, 3.17, -0.33], [-3.48, 3.76, -0.59], [-4.38, 3.96, 0.46], [-4.03, 3.63, 1.77], [-2.80, 3.02, 2.02], [0.33, 3.05, 2.04], [0.04, 4.42, 2.16], [0.88, 5.23, 2.94], [2.02, 4.68, 3.52], [2.36, 3.34, 3.33], [1.50, 2.52, 2.58], [-1.39, 0.79, 2.92], [-1.48, 3.09, -1.12], [-3.73, 4.05, -1.61], [-5.34, 4.42, 0.26], [-4.70, 3.84, 2.61], [-2.50, 2.79, 3.05], [-0.85, 4.81, 1.68], [0.59, 6.27, 3.08], [2.65, 5.31, 4.13], [3.26, 2.90, 3.78], [1.73, 1.45, 2.46]], "multiplicity": 1, "max_force_ha_per_bohr": 0.0301, "charge": 1, "total_energy_ha": -2173.80378, "homo_lumo_gap_ev": 7.8, "homo_ha": -0.4051}

---

{"formula": "C26H34BiBrIN9OS", "method": "ωB97M-V with the def2-TZVPD basis set", "symbols": ["Bi", "C", "C", "N", "C", "C", "N", "C", "C", "N", "H", "H", "H", "H", "H", "H", "H", "H", "H", "H", "H", "H", "H", "H", "H", "C", "C", "N", "N", "C", "N", "S", "C", "C", "C", "C", "C", "N", "H", "H", "H", "H", "H", "H", "H", "H", "H", "Br", "C", "C", "C", "C", "C", "C", "I", "H", "H", "H", "H", "N", "C", "O", "C", "C", "C", "N", "C", "C", "H", "H", "H", "H", "H", "H"], "xyz": [[0.50, 0.34, -1.79], [3.60, -1.04, -1.63], [2.82, -1.45, -0.35], [1.45, -1.80, -0.67], [1.33, -3.06, -1.41], [0.19, -3.03, -2.44], [0.12, -1.79, -3.21], [1.07, -1.58, -4.30], [2.52, -1.46, -3.83], [2.71, -0.55, -2.69], [4.17, -1.89, -1.99], [4.31, -0.26, -1.35], [2.79, -0.62, 0.35], [3.35, -2.28, 0.13], [0.91, -1.84, 0.18], [1.14, -3.89, -0.73], [2.27, -3.26, -1.91], [-0.76, -3.12, -1.90], [0.29, -3.90, -3.09], [-0.81, -1.69, -3.59], [0.78, -0.65, -4.79], [1.02, -2.39, -5.04], [3.09, -1.11, -4.69], [2.90, -2.45, -3.58], [3.08, 0.33, -3.05], [2.95, 2.38, 1.58], [1.84, 1.83, 0.75], [1.93, 1.75, -0.54], [2.94, 2.35, -1.18], [2.81, 2.60, -2.44], [3.78, 3.25, -3.08], [1.42, 2.14, -3.43], [0.58, 1.44, 1.37], [0.23, 1.86, 2.65], [-1.06, 1.62, 3.10], [-1.94, 0.91, 2.31], [-1.49, 0.46, 1.07], [-0.29, 0.75, 0.61], [3.88, 2.28, 1.02], [2.80, 3.44, 1.79], [3.02, 1.84, 2.51], [4.53, 3.65, -2.55], [3.63, 3.57, -4.02], [0.93, 2.40, 3.27], [-1.38, 2.00, 4.06], [-2.95, 0.70, 2.62], [-2.13, -0.12, 0.42], [1.61, -4.69, 4.89], [0.07, -3.69, 5.36], [-0.76, -4.14, 6.38], [-1.92, -3.45, 6.70], [-2.24, -2.29, 6.02], [-1.41, -1.81, 5.02], [-0.26, -2.52, 4.69], [0.94, -1.82, 3.11], [-0.50, -5.05, 6.91], [-2.56, -3.83, 7.47], [-3.15, -1.75, 6.26], [-1.64, -0.90, 4.49], [-6.26, 3.65, -0.96], [-5.12, 3.20, -0.42], [-4.83, 3.27, 0.75], [-4.09, 2.57, -1.33], [-4.00, 1.18, -1.43], [-2.84, 0.63, -1.95], [-1.81, 1.37, -2.34], [-1.93, 2.69, -2.33], [-3.05, 3.34, -1.86], [-6.94, 4.07, -0.34], [-6.48, 3.58, -1.93], [-4.80, 0.55, -1.09], [-2.73, -0.44, -2.04], [-1.07, 3.24, -2.70], [-3.10, 4.41, -1.86]], "multiplicity": 1, "max_force_ha_per_bohr": 0.0350, "charge": 2, "total_energy_ha": -5063.25196, "homo_lumo_gap_ev": 7.0, "homo_ha": -0.4797}

---

{"formula": "C26H34Cl5MnN2O7PS", "method": "ωB97M-V with the def2-TZVPD basis set", "symbols": ["Mn", "Cl", "C", "Cl", "H", "H", "C", "C", "C", "C", "O", "P", "O", "O", "O", "C", "C", "C", "C", "H", "H", "H", "H", "H", "H", "H", "H", "H", "H", "H", "H", "H", "H", "H", "H", "H", "H", "O", "C", "O", "H", "Cl", "C", "C", "C", "C", "C", "C", "N", "C", "C", "N", "C", "O", "C", "C", "C", "Cl", "S", "C", "C", "C", "Cl", "C", "H", "H", "H", "H", "H", "H", "H", "H", "H", "H", "H", "H", "H"], "xyz": [[-0.34, 0.26, -0.32], [-0.45, 2.20, -3.68], [-1.89, 2.07, -2.71], [-1.50, 2.23, -0.93], [-2.34, 1.09, -2.82], [-2.56, 2.90, -2.90], [-2.29, -4.12, 2.03], [-0.80, -3.89, 2.00], [-0.17, -4.47, 0.74], [-0.12, -4.39, 3.26], [-0.68, -2.41, 1.97], [0.60, -1.63, 1.53], [1.88, -2.21, 1.95], [0.50, -1.32, -0.03], [0.30, -0.12, 1.99], [-0.03, 0.35, 3.36], [0.59, -0.58, 4.39], [0.60, 1.73, 3.44], [-1.54, 0.40, 3.48], [-2.50, -5.19, 2.13], [-2.76, -3.78, 1.10], [-2.75, -3.60, 2.87], [-0.33, -5.55, 0.74], [0.91, -4.30, 0.72], [-0.62, -4.05, -0.16], [-0.25, -5.47, 3.33], [-0.58, -3.94, 4.14], [0.94, -4.16, 3.25], [1.67, -0.66, 4.26], [0.16, -1.59, 4.34], [0.39, -0.18, 5.38], [1.68, 1.66, 3.47], [0.26, 2.24, 4.34], [0.30, 2.33, 2.58], [-1.98, -0.59, 3.33], [-1.96, 1.08, 2.74], [-1.81, 0.76, 4.47], [-1.75, -0.81, -1.71], [-2.44, -0.97, -0.68], [-2.08, -0.40, 0.40], [-3.34, -1.58, -0.68], [5.23, 5.29, 4.58], [5.32, 3.99, 3.44], [4.17, 3.33, 3.05], [4.27, 2.27, 2.17], [5.49, 1.85, 1.65], [5.55, 0.68, 0.69], [5.04, 1.04, -0.71], [3.61, 1.36, -0.74], [3.08, 2.63, -0.78], [1.74, 2.49, -0.74], [1.44, 1.14, -0.67], [2.60, 0.49, -0.66], [4.80, -0.45, 1.09], [4.79, -0.78, 2.48], [6.17, -0.91, 3.05], [6.57, -0.40, 4.25], [5.61, 0.53, 5.34], [8.21, -0.72, 4.61], [8.39, -1.58, 3.14], [7.24, -1.60, 2.42], [6.63, 2.55, 2.05], [8.20, 2.15, 1.42], [6.56, 3.61, 2.95], [3.21, 3.63, 3.46], [3.37, 1.74, 1.89], [6.59, 0.39, 0.53], [5.22, 0.21, -1.39], [5.56, 1.92, -1.08], [3.70, 3.50, -0.84], [0.98, 3.25, -0.77], [2.72, -0.58, -0.57], [4.24, -1.72, 2.53], [4.21, -0.04, 3.05], [9.34, -2.02, 2.89], [7.14, -2.10, 1.46], [7.45, 4.12, 3.25]], "multiplicity": 5, "max_force_ha_per_bohr": 0.0181, "s2": 6.06, "charge": 1, "total_energy_ha": -5838.84656, "homo_lumo_gap_ev": [5.7, 6.8], "homo_ha": [-0.3916, -0.3916]}